No. 1
Below is a molecular structure, C28H28FeN6O10 at a distorted geometry, with properties calculated with wB97M-V/def2-TZVPD.

Calculated values
- frontier orbital gap (alpha / beta) (eV) = 7.457 / 5.466
- LUMO (alpha / beta) (eV) = 2.4 / 0.5
- 2S+1 = 6
- net charge = -1
- HOMO level (alpha / beta) (eV) = -5.0791 / -4.9592

```
73
Properties=species:S:1:pos:R:3:forces:R:3:lowdin_charge:R:1
Fe -0.48785 0.18219 -0.10475 0.7 -0.1 0.8 1.01
O -0.49358 -1.36033 -1.66514 -0.1 0.0 0.3 -0.09
O -1.21716 1.31726 -1.55359 -0.2 0.0 0.2 -0.10
O -0.40099 -3.99516 -2.07954 -0.2 0.0 0.3 0.08
O -1.86234 -4.83723 -3.40598 -0.3 -0.1 0.2 0.03
O -0.81139 -1.63511 0.96315 -0.6 0.3 -0.6 -0.05
O -0.80165 1.87178 1.13064 -0.1 -0.3 -0.7 -0.04
O -3.70868 -0.19042 -6.84080 0.2 0.0 -0.2 0.05
O -1.46696 4.39024 1.12776 0.1 0.0 0.0 -0.06
O -3.76624 -2.34098 -6.86426 0.1 0.0 -0.2 0.04
O -0.46963 2.00479 -3.53512 -0.2 0.0 -0.1 0.03
N 1.52030 0.37985 -0.94563 -0.2 -0.4 0.2 0.12
N 0.88120 -0.05450 1.80225 0.0 0.5 -0.1 -0.06
N 2.93322 1.15682 -2.63393 0.0 -0.1 0.2 -0.08
N 1.19395 -1.31877 2.03868 -0.3 -0.5 -0.1 0.08
N -1.29683 -3.87907 -2.89267 0.7 -0.1 -0.6 -0.35
N -3.40079 -1.27975 -6.38163 -0.5 0.0 0.3 -0.37
C -2.35085 -2.52086 -4.57238 0.0 0.0 0.0 0.07
C 1.26435 2.24152 2.27807 -0.2 0.4 -0.1 -0.14
C -1.60455 -2.55905 -3.40765 -0.2 0.2 0.1 -0.06
C 0.01951 2.65628 1.67083 0.4 0.2 0.4 -0.29
C 1.82540 4.54111 2.80293 -0.1 0.1 0.0 -0.10
C 2.52598 2.35846 -4.76990 0.0 0.1 0.0 -0.07
C 0.19905 -2.10378 1.52332 0.8 0.5 0.5 -0.42
C -1.00558 1.16866 -2.81217 0.0 -0.3 -0.1 -0.57
C 1.56648 -5.47656 2.51906 0.0 0.0 0.0 -0.09
C -1.77670 5.75238 0.96066 0.0 0.0 0.0 -0.09
C 1.60512 0.87800 2.37525 -0.2 -0.5 -0.2 -0.07
C -0.42569 -5.78978 1.20819 0.0 0.0 0.0 -0.08
C -2.63761 -1.30840 -5.15731 0.2 0.0 0.0 -0.16
C 0.63731 -6.31993 1.92427 0.0 -0.1 0.0 -0.10
C -1.47940 -0.13434 -3.41962 0.0 0.0 0.1 -0.04
C 2.00782 1.33477 -1.65282 0.1 0.4 -0.3 -0.39
C 0.60538 4.98398 2.22433 0.0 0.0 0.0 -0.03
C 3.32955 -0.18714 -3.03052 0.0 0.0 0.0 -0.20
C 1.43375 -4.10364 2.39840 0.0 0.0 0.0 -0.04
C 1.52668 2.73002 -1.39210 0.0 0.1 0.1 0.00
C 2.25197 -0.95983 -3.78813 0.0 0.0 0.0 -0.05
C -0.27694 4.08711 1.69825 -0.1 -0.3 -0.1 -0.21
C 0.36198 -3.56973 1.68716 -0.1 0.0 0.0 -0.14
C 2.13426 3.21946 2.83773 -0.1 -0.2 -0.1 -0.08
C -0.56499 -4.41700 1.09064 0.0 0.0 0.0 -0.02
C -2.17875 -0.10967 -4.59018 0.0 -0.1 0.0 0.06
C 3.35167 2.24910 -3.49211 0.1 0.1 -0.2 -0.22
C -1.15305 -1.37040 -2.73750 -0.1 0.3 -0.2 -0.30
H -1.88676 6.25903 1.92616 0.0 0.0 0.0 0.09
H 1.32592 -1.00934 -3.21739 0.0 0.0 0.0 0.05
H -1.13589 -6.44474 0.72248 0.0 0.0 0.0 0.10
H 3.64507 -0.74454 -2.14201 0.0 0.0 0.0 0.12
H 0.71091 2.68513 -0.67930 0.0 0.0 -0.1 0.06
H 0.74845 -7.39353 2.01191 0.0 0.0 0.0 0.09
H 2.50498 5.27411 3.21745 0.0 0.0 0.0 0.09
H -1.00670 6.26121 0.37184 0.0 0.0 0.0 0.10
H 1.13460 3.17611 -2.30523 0.0 0.0 0.1 0.08
H 4.40866 2.09084 -3.73175 0.0 0.0 0.0 0.11
H 2.75505 1.54539 -5.45792 0.0 0.0 0.0 0.06
H 2.74713 3.29717 -5.27843 0.0 0.0 -0.1 0.07
H 2.47272 0.58437 2.96652 0.0 0.0 0.0 0.12
H -1.36619 -3.98261 0.51188 0.0 0.0 0.0 0.11
H 2.39905 -5.89181 3.07208 0.0 0.0 0.0 0.09
H 1.45746 2.31972 -4.54293 0.1 0.0 0.0 0.06
H 1.84236 -0.54420 -1.21607 0.0 0.0 0.1 0.06
H -2.37047 0.83072 -5.08633 0.0 0.0 0.0 0.13
H 3.30112 3.17930 -2.93126 0.0 0.0 0.0 0.10
H -2.68744 -3.44244 -5.02246 0.0 0.0 0.0 0.13
H 2.33056 3.34749 -0.98792 0.0 0.0 0.0 0.09
H 0.38852 6.04324 2.20962 0.0 0.0 0.0 0.10
H 3.06133 2.88393 3.28694 0.0 0.0 0.0 0.10
H 2.03143 -0.48791 -4.74363 0.0 0.0 0.0 0.07
H 4.22164 -0.07913 -3.65207 0.0 0.0 0.0 0.11
H -2.72245 5.78291 0.42490 0.0 0.0 0.0 0.09
H 2.14884 -3.43192 2.85030 0.0 0.0 0.0 0.10
H 2.58449 -1.98164 -3.97183 0.0 0.0 0.0 0.08
```
Positions in Å, forces in eV/Å.


No. 2
Below is a single C20H25ClN2O4S2 molecule at a distorted geometry, with properties calculated with wB97M-V/def2-TZVPD.

Calculated values
- frontier orbital gap (eV) = 8.173
- SMILES = COc1ccc(C)cc1N(CC(=O)NCCSCc1cccc(Cl)c1)S(C)(=O)=O
- LUMO (eV) = 0.3
- 2S+1 = 1
- net charge = 0
- HOMO level (eV) = -7.8284

```
54
Properties=species:S:1:pos:R:3:forces:R:3:lowdin_charge:R:1
Cl 0.27940 -2.72161 -1.08563 -1.2 0.4 -1.1 0.78
S 3.96136 1.83697 0.10235 0.0 3.7 4.3 0.83
S -1.49030 1.63058 -1.66062 4.7 -12.1 -2.7 0.79
O -0.41335 2.80587 2.46970 0.8 1.4 -6.8 -0.07
O -3.87660 -0.46243 -0.31219 -5.2 -2.8 0.0 -0.08
O -0.04998 0.77366 -1.84086 -4.5 4.8 1.0 -0.44
O -1.73647 2.88593 -2.20947 -0.2 3.6 0.3 -0.25
N 0.07025 3.31723 0.12808 11.2 -0.2 13.2 0.15
N -2.04697 1.24206 -0.16861 -1.6 6.7 -0.8 -0.20
C -1.57383 -2.54690 1.67347 -1.4 6.2 -3.4 -0.11
C 3.45241 -0.51017 -0.87355 5.4 2.6 -2.0 -0.21
C -1.92917 0.04982 0.36480 6.4 -4.4 3.7 -0.33
C 0.84142 -1.90691 2.51467 -1.9 3.0 0.2 -0.06
C 2.30255 -0.97629 -1.26118 -2.7 11.5 -5.5 -0.21
C 4.00140 -2.52192 0.14976 -6.8 -8.5 -0.4 -0.08
C -0.60004 2.97390 1.12237 -7.2 -4.3 10.3 -0.35
C -2.67550 -2.35292 0.80528 5.8 8.8 0.3 0.04
C -0.59620 -1.64708 1.88839 1.9 4.5 -4.0 -0.22
C -2.13666 2.42732 0.75236 4.3 1.3 -4.1 0.01
C 1.88080 -2.09118 -0.98633 -2.3 -13.3 4.3 -0.69
C 2.67898 -3.05361 -0.33752 3.7 4.3 1.0 -0.03
C -5.06170 -1.45935 -0.24898 7.1 2.4 -14.8 0.08
C -2.42008 0.41950 -2.64771 -2.7 -1.9 2.1 -0.14
C -2.84539 -0.96427 0.34792 -0.5 -3.0 -0.2 -0.24
C 2.10945 2.08091 0.67218 1.4 3.4 -14.5 -0.27
C 1.54289 3.54137 0.47736 -5.3 -10.9 5.6 -0.04
C -0.72407 -0.26043 0.99995 1.7 -3.1 4.1 0.13
C 3.98694 1.07051 -1.39268 -2.2 -5.5 1.0 -0.46
C 4.35617 -1.42342 -0.26926 3.0 11.3 -2.1 -0.14
H -3.54651 0.48449 -2.30821 2.2 0.2 -1.3 0.10
H 1.56823 -0.27121 -1.87397 1.6 -1.4 1.4 0.14
H -2.85995 2.35691 1.45269 -1.5 -0.9 2.9 0.10
H 1.68623 1.54917 -0.46984 0.4 0.7 4.3 0.15
H 3.16914 1.47239 -2.00983 1.2 -0.3 -0.9 0.07
H -2.20127 0.40744 -3.66902 0.0 1.6 -1.8 0.03
H 1.63393 3.92819 1.38133 -0.3 2.5 3.9 0.08
H 2.41117 -4.00610 -0.08730 -1.1 -2.2 0.5 0.06
H -1.36584 -3.38613 2.02069 1.1 -7.8 3.2 0.03
H -4.69636 -2.37807 -0.88782 -0.8 1.6 1.4 0.15
H 1.64880 -1.32815 1.82344 -1.8 -1.7 1.8 0.10
H -0.33923 3.42331 -0.57786 -6.7 2.5 -13.9 -0.04
H -2.55380 3.14377 0.08053 -0.3 1.2 -0.4 0.09
H 4.67667 -2.99212 0.73546 1.6 -2.5 1.7 0.08
H 2.14122 1.64337 1.49161 -0.9 -3.9 7.5 -0.04
H -3.43990 -2.89206 0.85380 -6.1 -4.8 0.0 0.01
H 1.01856 -3.01071 2.67877 0.1 1.5 0.0 0.08
H 5.05940 0.85928 -1.55646 -0.7 0.8 -1.1 0.08
H 0.22754 0.39934 1.17320 -2.3 -1.0 -0.9 0.12
H -2.16387 -0.70323 -2.58850 0.1 1.7 1.5 0.10
H 1.83333 4.06020 -0.17395 5.3 7.1 -9.6 0.01
H -5.27073 -1.66695 0.56967 -3.0 -3.3 13.6 -0.04
H -5.84420 -1.02244 -0.76168 -1.5 1.1 -1.0 0.07
H 5.32123 -0.99722 0.04005 -0.2 -0.2 -0.2 0.13
H 0.59847 -1.23062 3.48918 1.7 -2.0 -1.6 0.12
```
Positions in Å, forces in eV/Å.


No. 3
Below is a single C17H15BrF2N4O3 molecule, with properties calculated with wB97M-V/def2-TZVPD.

Calculated values
- frontier orbital gap (eV) = 8.043
- SMILES = Cn1cnc2c(F)c(Nc3ccc(Br)cc3F)c(C(=O)NOCCO)cc21
- LUMO (eV) = 0.3
- 2S+1 = 1
- net charge = 0
- HOMO level (eV) = -7.7597

```
42
Properties=species:S:1:pos:R:3:forces:R:3:lowdin_charge:R:1
Br 5.00619 0.42500 0.83057 -0.1 0.0 0.0 0.73
F 1.37838 2.48258 -2.26663 -0.1 -0.1 0.1 0.08
F -3.03700 3.11100 -0.44364 -0.1 -0.3 0.1 0.10
O -0.02976 -1.03065 -1.41899 0.2 0.1 -0.3 0.10
O 0.30974 -3.64971 -2.24587 -0.3 0.2 -0.2 -0.07
O 0.96796 -2.61882 0.65660 -0.4 0.8 0.0 -0.08
N -5.49591 1.57838 0.36161 -0.3 0.7 -0.1 0.14
N -0.70930 1.78471 -0.64984 -0.2 0.6 -0.5 0.12
N -5.43904 -0.61078 0.79604 0.0 0.2 0.0 -0.08
N -0.25593 -1.95697 0.63442 0.2 -0.7 0.3 0.08
C -3.04671 1.79169 -0.17356 0.3 -0.1 0.0 -0.13
C -6.17450 0.52980 0.71293 0.1 0.1 0.0 -0.13
C -1.84800 1.08801 -0.28050 -0.3 -0.1 0.1 -0.12
C -5.89570 -1.92576 1.14116 0.0 -0.4 0.1 -0.02
C 3.21743 0.88076 0.38992 0.1 0.0 0.1 -0.69
C 0.58111 1.48782 -0.27962 0.6 0.1 0.2 -0.20
C -2.98213 -0.98139 0.35272 0.0 -0.1 0.1 0.05
C -4.21420 1.13505 0.19089 0.1 -0.8 0.1 -0.16
C -1.83538 -0.30577 -0.03628 -0.2 0.2 -0.1 -0.08
C -4.15520 -0.25600 0.46463 0.4 0.7 -0.2 -0.16
C -0.60469 -1.09359 -0.35257 0.0 -0.5 0.0 -0.43
C 1.64988 1.83184 -1.11436 -0.1 -0.1 0.3 -0.20
C 1.34444 -4.00172 -1.37415 0.0 0.0 0.6 -0.25
C 0.89281 0.88161 0.93949 0.0 0.3 -0.2 -0.03
C 2.19578 0.56774 1.26950 0.2 0.0 -0.1 -0.12
C 0.94859 -3.94036 0.11007 0.0 -0.4 -0.6 -0.16
C 2.95818 1.53720 -0.80243 -0.1 0.0 0.0 -0.05
H -7.22647 0.54573 0.92375 -0.3 -0.1 0.1 0.13
H -0.03932 -4.39002 0.25339 0.1 0.0 0.0 0.13
H -0.83154 2.51926 -1.33298 0.0 -0.1 0.1 0.16
H 2.41756 0.08282 2.20691 0.0 0.0 0.1 0.10
H -2.96376 -2.04902 0.50808 0.0 -0.1 0.0 0.12
H 1.60445 -5.03771 -1.60885 0.1 0.0 0.1 0.12
H 1.68848 -4.48378 0.70261 0.0 0.0 0.0 0.12
H 0.09671 0.66986 1.63681 -0.1 0.0 0.1 0.12
H 2.22846 -3.36933 -1.52378 0.0 -0.1 0.0 0.13
H 3.74753 1.80420 -1.48676 0.0 0.0 -0.1 0.12
H -0.69622 -1.90824 1.54380 0.2 0.1 -0.1 0.16
H -6.96821 -1.89610 1.32311 0.0 0.0 0.0 0.09
H 0.18578 -2.68530 -2.19194 0.1 -0.2 0.0 0.05
H -5.39167 -2.28091 2.04305 -0.1 0.0 0.0 0.10
H -5.69175 -2.62416 0.32662 -0.1 0.0 0.0 0.10
```
Positions in Å, forces in eV/Å.